--- w ---
Entry from the OMol25 dataset: a 2-piece molecular cluster, C6H14O3 overall (the ωB97M-V functional and the def2-TZVPD basis).

Summary:
Net charge ... 0
Orbital gap ... 9.432 eV

Geometry as XYZ:
```
23
C6H14O3 | the OMol25 dataset | the ωB97M-V functional and the def2-TZVPD basis
O -1.42 0.34 1.41
O 0.77 -0.81 -1.32
O 0.74 -1.16 0.98
C -2.14 0.36 0.28
C 1.49 -0.54 -0.19
C -2.14 -0.64 -0.61
C 2.85 -1.20 -0.30
C -2.89 1.64 0.08
C 1.59 0.96 0.11
H 0.60 1.37 0.28
H -2.19 2.48 0.02
H 2.19 1.13 1.00
H -1.72 -1.61 -0.35
H -2.80 -0.63 -1.46
H 3.39 -0.76 -1.14
H 2.72 -2.26 -0.50
H 2.06 1.45 -0.74
H -3.54 1.82 0.94
H -0.65 -0.36 1.37
H -0.19 -0.55 -1.20
H 3.44 -1.05 0.60
H -3.50 1.60 -0.83
H 1.35 -1.58 1.58
```

--- x ---
Entry from the OMol25 dataset: one molecule with the formula C6H14O3 (the ωB97M-V functional and the def2-TZVPD basis).

Summary:
Net charge ... 0
Orbital gap ... 10.365 eV

Geometry as XYZ:
```
23
C6H14O3 | the OMol25 dataset | the ωB97M-V functional and the def2-TZVPD basis
O 1.33 0.71 -0.79
O -2.85 -0.47 0.25
O 1.03 -1.48 0.82
C 2.57 0.98 -0.17
C -2.33 0.84 0.00
C 0.51 -2.26 -0.24
C -1.02 0.86 -0.78
C 0.26 -0.34 1.17
C 0.23 0.77 0.09
H 0.71 -3.31 -0.04
H -1.05 0.08 -1.54
H -2.55 -1.07 -0.45
H -0.74 -0.65 1.46
H 2.60 2.00 0.22
H -3.09 1.40 -0.53
H 2.79 0.30 0.65
H -0.56 -2.12 -0.35
H 3.34 0.85 -0.92
H -2.21 1.30 0.97
H 0.99 -1.98 -1.18
H 0.28 1.72 0.63
H 0.74 0.07 2.05
H -0.97 1.81 -1.30
```

--- y ---
Entry from the OMol25 dataset: a 3-piece molecular cluster, C6H14O3 overall (the ωB97M-V functional and the def2-TZVPD basis).

Summary:
Net charge ... 0
Orbital gap ... 9.761 eV

Geometry as XYZ:
```
23
C6H14O3 | the OMol25 dataset | the ωB97M-V functional and the def2-TZVPD basis
O -1.24 -0.22 -2.78
O -0.60 1.78 -0.86
O -0.68 -2.74 -1.66
C 0.07 1.92 1.77
C 0.07 -1.24 0.07
C -0.80 -2.41 -0.30
C 0.65 0.80 1.36
C -0.15 -0.42 1.09
C 2.15 0.73 1.17
H -0.51 -3.30 0.26
H -1.01 1.98 1.96
H -1.03 0.50 -2.14
H -1.42 2.00 -0.40
H -0.91 0.06 -3.64
H 0.64 2.82 1.95
H 2.57 1.68 0.84
H -1.03 -0.57 1.73
H -0.85 -1.92 -2.17
H 2.61 0.48 2.12
H -1.84 -2.19 -0.05
H 0.91 -1.09 -0.61
H -0.04 1.40 -0.17
H 2.44 -0.04 0.47
```

Which is most stable, and by how much? w, by 102.5 kJ/mol.

--- w ---
Entry from the OMol25 dataset: a 2-piece molecular cluster, H4OP2S overall (the ωB97M-V functional and the def2-TZVPD basis).

Summary:
Net charge ... 0
Orbital gap (alpha / beta) ... 7.629 / 7.635 eV

Geometry as XYZ:
```
8
H4OP2S | the OMol25 dataset | the ωB97M-V functional and the def2-TZVPD basis
S -1.05 -0.43 0.95
P -1.23 1.67 0.23
P 2.06 -1.18 0.39
O -2.02 -1.16 0.13
H 1.59 0.09 -0.12
H -1.09 1.20 -1.06
H 1.57 -1.92 -0.73
H 0.18 1.74 0.20
```

--- x ---
Entry from the OMol25 dataset: one molecule with the formula H4OP2S (the ωB97M-V functional and the def2-TZVPD basis).

Summary:
Net charge ... 0
Orbital gap ... 8.806 eV

Geometry as XYZ:
```
8
H4OP2S | the OMol25 dataset | the ωB97M-V functional and the def2-TZVPD basis
S -0.56 0.03 -0.89
P -0.92 -0.77 1.12
P 1.54 0.61 -0.59
O -1.28 1.39 -0.78
H 0.25 -1.53 0.77
H 1.02 1.76 -1.31
H -1.75 -1.79 0.69
H 1.91 -0.41 -1.59
```

Which is most stable, and by how much? x, by 100.8 kJ/mol.

--- w ---
Entry from the OMol25 dataset: a 7-piece molecular cluster, C42H105N7O14 overall (the ωB97M-V functional and the def2-TZVPD basis).

Summary:
Net charge ... 0
Orbital gap ... 8.759 eV

Geometry as XYZ:
```
168
C42H105N7O14 | the OMol25 dataset | the ωB97M-V functional and the def2-TZVPD basis
O 10.31 7.52 5.64
O 3.35 8.20 -4.85
O -5.31 0.30 -0.61
O 2.28 0.61 -6.18
O -7.02 0.88 8.75
O 5.81 3.67 3.11
O -6.69 -3.81 -3.67
O -0.67 -4.92 1.91
O -3.62 -5.86 -1.30
O -0.18 -1.33 -1.21
O 3.23 -1.35 1.46
O -4.35 0.53 4.35
O 2.52 2.69 -1.97
O 2.31 -3.83 -4.73
N 2.17 -2.17 -7.08
N 0.42 -1.17 2.04
N 3.49 5.25 -2.68
N 8.31 5.23 3.51
N -3.31 -5.44 1.43
N -6.90 -1.07 5.74
N -5.27 -2.32 -1.78
C 2.15 1.51 -4.99
C 1.66 -1.02 -7.86
C -1.65 -4.67 2.93
C -6.75 0.04 6.59
C 2.67 -0.09 1.69
C 9.53 6.37 5.31
C 1.14 -0.06 1.35
C -3.65 -6.23 -2.63
C 1.93 1.49 -1.34
C -6.37 -0.89 4.38
C -0.21 -2.35 -0.22
C -2.90 -4.31 2.34
C 2.77 7.02 -4.30
C 3.90 3.06 -1.57
C -7.47 -0.14 7.90
C 2.39 9.12 -5.38
C 4.47 -1.61 2.23
C 7.53 5.45 2.36
C 1.23 0.14 -6.91
C -4.80 -0.81 4.24
C -7.37 -2.97 -2.79
C -7.82 1.09 9.87
C -7.61 -4.54 -4.54
C 3.90 6.11 -3.86
C -4.27 0.06 -1.56
C 6.64 4.10 2.03
C -3.06 0.65 3.77
C 4.49 4.14 -2.47
C 2.04 -4.35 -6.02
C 0.00 -1.87 -2.59
C 5.26 2.45 2.80
C -4.66 -5.06 0.81
C 0.57 -5.47 2.36
C -6.46 -1.84 -2.37
C 3.13 -4.62 -3.90
C -0.58 -1.90 1.16
C -4.78 -5.83 -0.50
C 1.24 -3.23 -6.70
C -4.11 -1.43 -1.86
C 9.07 6.43 3.88
C -5.20 -0.21 0.72
C 11.45 7.82 4.93
H 1.54 1.77 -0.36
H 4.19 5.49 -4.71
H -3.46 -3.98 3.21
H 2.92 -4.63 -6.59
H -8.55 -0.05 7.78
H -5.56 -5.36 -1.12
H -5.04 -6.87 -0.31
H -2.91 0.34 2.74
H 1.02 1.19 -1.86
H 1.21 -4.62 2.62
H 1.47 -5.28 -6.00
H 0.87 -1.19 -8.59
H 3.35 -4.07 -2.98
H 1.59 0.93 -4.26
H -4.44 -5.63 -3.08
H -1.47 -1.28 1.16
H 0.48 -6.24 3.12
H 4.55 2.06 3.53
H -0.79 -2.76 1.79
H -4.26 0.09 1.20
H -5.29 -1.29 0.81
H -6.63 -1.79 3.81
H 3.22 0.67 1.13
H -7.04 -5.19 -5.21
H -1.66 -5.54 3.58
H -2.65 -5.55 0.68
H 6.11 4.25 1.10
H -5.79 0.46 6.88
H 1.19 -1.76 2.32
H 2.52 0.58 -1.37
H 4.83 2.52 1.81
H 4.87 -2.61 2.08
H 2.55 4.88 -2.70
H 0.76 0.99 -7.41
H -0.92 -3.15 -0.39
H 2.29 7.26 -3.36
H 3.06 1.80 -4.46
H -4.33 -1.28 3.37
H -2.63 -6.09 -2.97
H -5.10 -3.08 -2.42
H 11.29 8.09 3.89
H -7.15 0.92 6.09
H -4.43 -1.44 5.05
H 7.36 3.33 1.74
H 2.80 -5.64 -3.70
H 8.15 5.63 1.48
H -3.80 -7.30 -2.74
H 1.12 -5.83 1.49
H -5.52 -5.25 1.45
H 0.66 -2.99 -0.14
H 0.58 -2.85 -5.92
H 3.86 3.39 -0.53
H 2.48 -1.89 -6.15
H 5.42 4.67 -2.27
H 1.62 2.42 -5.27
H 1.19 -0.15 0.26
H 1.06 -2.12 -2.61
H -6.99 -1.30 -1.58
H 0.65 0.89 1.57
H -8.81 1.46 9.60
H -0.30 -1.10 -3.31
H -3.29 -1.83 -1.26
H 5.22 -0.91 1.88
H -3.32 0.52 -1.28
H 11.77 8.67 5.52
H 4.62 3.65 -3.44
H -6.19 -1.20 -3.20
H 8.63 7.42 3.72
H 7.62 4.85 4.15
H 2.07 6.42 -4.88
H -7.55 -1.80 6.03
H -4.79 -4.02 0.50
H -7.33 1.73 10.60
H 4.62 2.25 -1.72
H 1.84 8.62 -6.18
H 8.71 6.43 6.02
H -7.33 -1.04 8.50
H 9.91 6.47 3.19
H 2.66 0.19 2.75
H 6.88 6.31 2.53
H -4.60 0.60 -2.44
H 0.66 -3.63 -7.53
H 12.19 7.02 5.02
H 10.06 5.44 5.54
H -2.36 0.19 4.47
H -0.46 -2.84 -2.77
H 2.89 10.02 -5.70
H 5.97 1.63 2.77
H 1.63 9.40 -4.65
H 0.39 -0.26 -6.34
H -8.32 -2.69 -3.25
H -6.07 0.13 1.27
H -3.80 -1.44 -2.91
H -6.85 -0.16 3.73
H 4.38 -1.54 3.31
H -1.30 -3.91 3.63
H -8.35 -5.17 -4.04
H -7.93 0.16 10.44
H -7.79 -3.47 -1.91
H 4.07 -4.74 -4.43
H -8.11 -3.96 -5.32
H -2.89 -3.40 1.74
H -2.88 1.70 3.98
H 2.41 -0.66 -8.57
H 4.71 6.80 -3.62
```

--- x ---
Entry from the OMol25 dataset: a 7-piece molecular cluster, C42H105N7O14 overall (the ωB97M-V functional and the def2-TZVPD basis).

Summary:
Net charge ... 0
Orbital gap ... 8.836 eV

Geometry as XYZ:
```
168
C42H105N7O14 | the OMol25 dataset | the ωB97M-V functional and the def2-TZVPD basis
O 2.77 -2.59 1.33
O -3.22 -8.56 6.15
O 6.23 -0.61 -0.61
O 3.46 9.38 -0.16
O -0.96 -5.41 0.03
O 0.35 8.42 4.72
O -2.06 -0.57 0.71
O 2.01 7.07 -3.72
O -4.26 -9.00 -7.47
O 4.98 2.43 -3.82
O -1.57 -5.42 -3.70
O -2.78 4.68 1.04
O -4.45 -2.18 5.35
O 0.75 3.59 0.30
N -1.81 7.79 2.79
N 3.92 0.59 -2.05
N 1.65 -5.24 -1.01
N -4.87 -5.43 7.00
N 4.38 7.07 -2.28
N -2.23 -8.40 -5.62
N -1.34 2.30 2.01
C -3.63 -8.43 -5.18
C -1.39 -7.52 -4.82
C -4.29 -7.76 6.60
C 4.13 2.94 -2.81
C 1.79 -3.44 0.71
C 2.10 -1.77 2.25
C 1.64 4.67 0.23
C 0.97 6.13 -3.88
C 3.83 -0.37 -0.97
C 4.38 7.39 -3.72
C -4.43 -9.33 -6.11
C -0.09 1.73 1.57
C -0.42 8.07 2.48
C 4.11 1.97 -1.65
C -4.25 -3.58 5.44
C 1.15 -6.43 -0.27
C 0.52 7.64 3.57
C 0.98 2.78 1.44
C -2.07 5.89 1.21
C 5.12 8.05 -1.47
C -3.77 -6.34 6.74
C -4.12 -1.65 4.09
C -2.37 -5.38 -0.21
C -0.33 -6.57 -0.49
C 4.91 3.21 -4.97
C -2.26 -1.36 -0.43
C -2.92 4.28 -0.29
C -4.72 -4.02 6.82
C -2.48 1.41 1.93
C 4.97 -0.42 0.02
C -2.73 0.68 0.64
C 4.40 9.37 -1.23
C -2.08 -4.10 -3.69
C -4.99 -7.87 -7.89
C 1.39 8.28 5.66
C 7.27 -0.67 0.32
C 3.20 6.71 -4.38
C -1.63 -6.01 -5.01
C 2.30 8.61 -0.33
C -3.08 -9.82 6.75
C 2.54 -4.34 -0.27
C -2.45 6.51 2.55
H 4.34 8.47 -3.94
H 1.01 3.40 2.35
H -2.31 -8.02 -6.56
H 2.37 8.15 5.18
H -3.04 -1.72 3.94
H 3.33 2.22 -0.91
H 1.35 -4.08 1.48
H 3.07 -3.72 -1.00
H -3.81 0.50 0.53
H -5.80 -5.78 6.86
H 5.25 7.62 -0.48
H -5.49 -9.33 -5.82
H -2.09 5.81 3.32
H -1.61 -3.56 -2.87
H -0.16 1.11 0.67
H -5.14 -7.82 5.91
H 1.66 -2.38 3.06
H -2.52 -10.45 6.06
H 1.05 5.36 -3.11
H -0.01 6.61 -3.80
H -0.59 -6.70 -1.55
H -4.10 -10.36 -5.99
H -5.14 -7.14 -7.08
H 2.49 7.53 -0.28
H -5.96 -8.17 -8.30
H 7.18 -1.51 1.02
H -4.84 -4.10 4.67
H 3.89 9.72 -2.15
H -3.03 -6.29 7.54
H -3.32 2.07 2.17
H -4.07 -7.43 -5.24
H -4.77 -2.00 3.29
H 3.41 7.12 -2.00
H 4.50 3.90 -2.44
H -1.00 5.65 1.25
H -4.58 -8.10 7.60
H 1.56 7.62 3.21
H 2.94 -0.34 -0.34
H -0.14 7.59 1.53
H -1.98 3.96 -0.75
H 3.20 6.96 -5.45
H -0.68 -7.46 0.05
H 3.26 -4.94 0.29
H 4.79 -1.30 0.64
H -2.39 1.21 -0.26
H -1.87 -3.58 -4.63
H 5.11 4.28 -4.82
H -4.03 -10.34 6.92
H 3.11 3.03 -3.23
H -3.18 -3.79 5.29
H -2.76 -4.63 0.48
H -4.46 -7.29 -8.64
H 5.01 0.49 0.63
H -3.62 3.44 -0.28
H -0.87 -5.52 -5.61
H 1.69 5.28 1.14
H -2.44 8.57 2.83
H 1.60 -7.28 -0.79
H -3.53 6.57 2.69
H 1.79 8.85 -1.27
H -0.37 -7.75 -5.13
H 1.04 -2.81 0.21
H 1.43 9.19 6.25
H 6.07 8.32 -1.94
H 0.31 1.06 2.35
H -2.83 -6.35 -0.05
H -2.12 -0.82 -1.38
H 8.20 -0.80 -0.22
H 5.29 6.96 -4.13
H 1.98 2.32 1.36
H 7.33 0.26 0.90
H -2.56 -9.70 7.70
H -1.49 3.20 1.57
H 0.31 6.58 3.83
H -2.50 0.71 2.77
H -3.30 -1.73 -0.42
H 3.36 5.63 -4.23
H -2.28 6.60 0.40
H -4.04 -3.57 7.57
H 1.26 5.29 -0.59
H -1.43 -7.75 -3.76
H -3.37 5.08 -0.89
H -5.67 -3.52 7.04
H 0.95 5.70 -4.89
H 5.65 2.87 -5.69
H 1.40 -6.40 0.79
H 5.09 2.14 -1.17
H 1.62 8.81 0.50
H 5.07 10.19 -0.96
H 2.66 4.36 -0.05
H -0.37 9.13 2.23
H 1.28 7.41 6.32
H 4.67 0.31 -2.66
H 1.29 -1.19 1.80
H 3.93 3.09 -5.46
H -3.17 -4.14 -3.63
H 3.85 -1.33 -1.49
H -2.52 -4.96 -1.21
H -4.27 -0.57 4.17
H 0.82 -4.72 -1.28
H 2.83 -1.16 2.79
H -1.60 -2.22 -0.47
H -2.65 -5.86 -5.39
H -3.28 -6.08 5.80
H -3.69 -8.80 -4.16
```

Which is most stable, and by how much? x, by 513.3 kJ/mol.